Molecular formula: C25H18NO5PdSi
Method: DFT, wB97M-V/def2-TZVPD

Cartesian coordinates (Å):
Pd  1.978  0.529  -0.913
O  3.592  -3.270  -1.005
C  3.216  -2.114  -0.871
O  2.583  -1.379  -1.713
C  3.563  -1.380  0.400
C  4.125  -1.951  1.521
C  4.387  -1.137  2.617
C  4.089  0.215  2.561
C  3.515  0.723  1.412
N  3.283  -0.077  0.374
C  3.099  2.154  1.205
O  3.353  2.973  2.079
O  2.539  2.343  0.068
H  4.333  -3.012  1.504
H  4.812  -1.563  3.518
H  4.267  0.900  3.379
O  0.520  1.358  -2.013
Si  -0.762  0.742  -1.220
C  -2.309  1.780  -1.063
C  -3.172  1.644  0.031
C  -4.341  2.395  0.121
C  -4.664  3.303  -0.879
C  -3.815  3.462  -1.968
C  -2.652  2.707  -2.056
C  -0.262  0.415  0.585
C  -0.129  1.473  1.500
C  0.218  1.248  2.824
C  0.433  -0.054  3.270
C  0.320  -1.118  2.387
C  -0.016  -0.880  1.057
C  -1.260  -0.928  -1.897
C  -2.455  -1.553  -1.517
C  -2.753  -2.848  -1.919
C  -1.852  -3.551  -2.713
C  -0.668  -2.947  -3.111
C  -0.379  -1.645  -2.713
H  -2.923  0.953  0.829
H  -4.996  2.275  0.976
H  -5.572  3.889  -0.809
H  -4.059  4.176  -2.746
H  -1.990  2.845  -2.906
H  -0.296  2.493  1.166
H  0.341  2.085  3.502
H  0.690  -0.235  4.308
H  0.503  -2.131  2.726
H  -0.108  -1.720  0.377
H  -3.167  -1.019  -0.894
H  -3.681  -3.314  -1.608
H  -2.073  -4.568  -3.017
H  0.046  -3.491  -3.718
H  0.552  -1.193  -3.026

Its electronic energy is -1812.0164 Ha. As for the relative energy (zero: lowest compared OMol25 entry of this formula, charge and spin): 0.401 eV. For the LUMO energy, the calculation gives 2.57 eV. Its HOMO-LUMO gap is 8.28 eV. The value obtained for the HOMO energy is -5.7 eV. As for the total charge: -1.

=====

Molecular formula: C6H9N
Method: DFT, wB97M-V/def2-TZVPD

Cartesian coordinates (Å):
C  -1.379  -1.431  -1.246
C  -0.404  -0.970  -0.208
C  -0.707  0.110  0.838
C  0.411  0.785  0.547
C  0.975  2.117  0.893
C  0.880  -0.270  -0.456
N  0.850  -1.643  0.075
H  -2.146  -2.096  -0.836
H  -1.884  -0.551  -1.661
H  -0.859  -1.951  -2.055
H  -1.504  0.228  1.567
H  2.058  2.083  1.050
H  0.492  2.544  1.777
H  0.792  2.800  0.054
H  1.382  -0.106  -1.403
H  1.054  -1.675  1.073

Its electronic energy is -288.6691 Ha. As for the relative energy (zero: lowest compared OMol25 entry of this formula, charge and spin): 3.073 eV. For the LUMO energy, the calculation gives 1.04 eV. Its HOMO-LUMO gap is 9.36 eV. As for the structure (SMILES): CC1=C[C@]2(C)N[C@H]12. The value obtained for the HOMO energy is -8.3 eV. As for the total charge: 0.

=====

Molecular formula: C18H24I2N2O3S3Sc2
Method: DFT, wB97M-V/def2-TZVPD

Cartesian coordinates (Å):
I  -0.156  -3.160  0.829
I  -0.110  1.004  -5.426
Sc  -0.032  1.041  -2.742
Sc  -0.172  -0.498  0.398
S  1.412  -0.695  -1.649
S  -1.846  -0.112  -1.418
C  1.605  0.782  1.002
C  3.291  -0.904  -2.008
C  -3.753  0.036  -1.439
C  3.459  -0.771  -3.521
C  4.100  0.136  -1.254
C  3.626  -2.312  -1.523
C  -4.213  -0.267  -2.864
C  -4.107  1.458  -1.028
C  -4.271  -1.007  -0.450
C  1.535  2.613  -2.274
C  -0.858  3.098  -2.247
O  2.448  1.449  1.445
O  2.277  3.474  -2.036
O  -1.222  4.176  -2.021
H  3.147  0.219  -3.884
H  2.854  -1.522  -4.047
H  4.514  -0.919  -3.799
H  3.908  1.150  -1.623
H  5.172  -0.079  -1.395
H  3.893  0.123  -0.179
H  3.427  -2.415  -0.448
H  4.689  -2.532  -1.701
H  3.018  -3.057  -2.052
H  -5.308  -0.191  -2.920
H  -3.922  -1.281  -3.163
H  -3.779  0.438  -3.585
H  -5.202  1.569  -0.971
H  -3.729  2.186  -1.759
H  -3.681  1.715  -0.049
H  -5.366  -0.948  -0.379
H  -3.856  -0.856  0.556
H  -4.001  -2.018  -0.783
N  0.187  -0.991  3.568
C  -0.772  -0.022  3.382
N  -0.939  0.589  2.199
C  -1.761  1.735  2.350
C  -1.927  2.763  1.416
C  -2.798  3.816  1.732
C  -3.485  3.832  2.956
C  -3.257  2.833  3.916
C  -2.369  1.803  3.610
S  -1.821  0.474  4.658
H  0.270  -1.336  4.519
H  1.085  -0.842  3.106
H  -1.338  2.743  0.493
H  -2.947  4.632  1.022
H  -4.200  4.630  3.166
H  -3.754  2.828  4.880

Its electronic energy is -4345.5051 Ha. As for the relative energy (zero: lowest compared OMol25 entry of this formula, charge and spin): 0.000 eV. For the LUMO energy (alpha / beta), the calculation gives -16.09 / -15.94 eV. Its HOMO-LUMO gap (alpha / beta) is 3.60 / 3.74 eV. The value obtained for the HOMO energy (alpha / beta) is -19.7 / -19.7 eV. As for the total charge: +4.